DFT (ωB97M-V with the def2-TZVPD basis set) results for 13 unconnected molecules or ions with the total composition C59H113O28P.

ORCA input file:
```
! wB97M-V def2-TZVPD RIJCOSX def2/J DEFGRID3
* xyz -1 2
P -16.15341 31.35720 1.73625
O -14.08497 27.89704 -1.15280
O -17.40009 36.82090 5.34782
O -18.93787 38.35088 -0.85582
O -14.89586 31.83416 -3.42119
O -10.45279 26.71426 1.60017
O -13.67969 37.37187 0.64183
O -17.13836 30.72170 2.69200
O -8.08075 32.12887 5.71238
O -16.52370 31.12909 7.65670
O -16.06554 30.85320 0.21051
O -22.10989 28.69072 6.70766
O -17.03695 28.26806 2.90296
O -13.23244 35.47315 3.89419
O -14.09450 33.02980 8.57095
O -12.28175 28.58934 5.34648
O -20.89670 29.97710 4.43586
O -20.34553 29.79496 -5.57705
O -14.58497 31.16127 2.20173
O -20.68074 31.87176 -0.16974
O -23.65487 27.34445 -1.39286
O -17.02595 33.41716 -2.06969
O -18.93235 35.25963 3.40670
O -20.21434 24.76928 0.31336
O -15.78645 26.07693 -2.66127
O -13.70163 38.40971 3.30333
O -16.21069 32.99408 1.65828
O -7.65197 27.05352 1.70643
O -18.61507 27.35881 -4.48167
C -13.58938 29.14752 -0.67747
C -17.43703 31.43764 6.61065
C -16.83348 37.18482 -1.29308
C -21.67446 30.29726 -6.02379
C -14.83084 32.69743 7.33587
C -22.72974 27.67813 7.53859
C -18.62570 28.11723 -5.68478
C -20.14453 29.22685 5.29460
C -18.52180 36.59339 3.25584
C -8.43543 27.30085 0.52378
C -18.83301 27.95172 1.35232
C -19.34018 25.67393 0.79986
C -21.38471 30.71283 -0.54507
C -9.86793 27.73294 0.89127
C -19.97533 28.53534 -6.13180
C -17.73677 26.06631 2.37304
C -15.89214 26.21082 -1.19922
C -16.54097 33.65334 -3.39439
C -21.30216 30.15898 -1.83513
C -18.63836 28.03186 -3.29014
C -22.96049 28.44688 -1.17080
C -11.21994 29.42909 5.45944
C -19.51871 27.02045 0.58539
C -13.69554 34.43932 8.61416
C -17.83958 27.44264 2.20380
C -21.01551 28.12516 5.90978
C -18.41092 33.58627 -2.11186
C -17.13648 38.72484 0.59072
C -10.32478 31.47047 6.34783
C -14.47008 36.13059 4.12379
C -10.03423 29.13861 4.74910
C -14.18556 37.64100 4.40209
C -22.03774 28.94950 -2.10256
C -17.21522 30.71418 -0.63797
C -15.15851 31.24784 7.28046
C -16.63117 25.14449 -3.30890
C -22.30783 30.23267 0.38863
C -13.48747 39.76397 3.71879
C -17.64077 38.17122 -0.54949
C -15.50927 30.91017 -4.30490
C -13.31300 34.10049 3.77062
C -18.88773 34.52585 2.20861
C -18.52898 37.27192 4.59133
C -20.26364 31.06823 3.81025
C -8.99809 30.03854 4.93771
C -11.78026 26.91634 1.86388
C -15.55885 36.88950 -0.90993
C -14.07397 30.04350 2.91716
C -15.40359 33.69258 0.73225
C -23.05997 29.09724 -0.00191
C -15.06283 33.20788 -3.65456
C -18.44441 25.19504 1.68903
C -6.32883 26.87820 1.32415
C -11.39124 30.65210 6.07851
C -15.46575 27.64594 -0.84612
C -17.60690 35.51113 6.00512
C -9.14463 31.21586 5.68994
C -15.03123 37.52963 0.25994
C -15.84042 38.49445 0.96487
H -22.08804 27.27975 8.32448
H -8.48430 26.36977 -0.04083
H -14.64849 29.21826 2.49646
H -17.67869 25.19102 -3.01118
H -22.64527 30.66222 1.32031
H -17.61922 28.40869 -3.20385
H -18.36253 24.13439 1.87531
H -5.98160 27.71451 0.71743
H -20.35351 27.59041 6.59088
H -21.88797 30.20181 -7.08840
H -14.91520 34.51384 1.25673
H -17.27665 36.75712 -2.18025
H -14.61023 30.83343 8.12649
H -18.66036 35.26206 6.13275
H -15.15907 35.97815 3.29305
H -17.18449 34.76936 5.32730
H -13.00084 29.86924 2.83881
H -17.90565 28.93218 -5.75896
H -19.45723 37.21472 5.15982
H -12.34500 26.84829 0.93408
H -15.54594 38.93694 1.90503
H -14.64474 33.10078 0.22036
H -21.06811 32.46723 0.47598
H -13.33707 40.36710 2.82340
H -18.40960 31.29351 7.08119
H -21.08123 31.33595 3.14096
H -17.61695 36.77992 2.67742
H -22.45821 29.67101 -5.59758
H -13.74731 35.02468 7.69615
H -13.54918 37.49292 1.58518
H -17.68960 29.75763 -0.41866
H -13.99552 29.98439 -1.24561
H -17.40035 30.51945 6.02441
H -15.32838 31.22504 -5.33264
H -19.90772 28.60120 -7.21770
H -19.84030 29.88137 6.11138
H -22.02006 28.45716 -3.06364
H -15.01979 30.79497 6.29875
H -17.26966 32.32329 5.99769
H -18.15317 27.49076 -6.44131
H -21.81960 31.32665 -5.69607
H -14.22259 30.09451 3.99578
H -15.74023 33.25123 7.10258
H -8.06325 29.75490 4.47724
H -13.53798 37.63011 5.27881
H -15.00919 35.68740 4.96107
H -16.74289 34.64768 -3.79266
H -18.68151 33.51113 2.54908
H -15.17865 25.50861 -0.76803
H -12.04500 27.81630 2.41895
H -8.33650 33.05416 5.70762
H -12.31063 30.96864 6.54855
H -17.93187 31.47782 -0.33575
H -14.07230 33.62693 4.39294
H -16.60434 25.25817 -4.39262
H -14.39160 40.19557 4.14817
H -7.98190 28.04700 -0.12865
H -10.44814 27.85440 -0.02345
H -19.15146 28.97903 1.25416
H -9.84068 28.65878 1.46589
H -5.78762 26.79425 2.26657
H -15.49265 27.77538 0.23583
H -16.59876 30.91908 -4.27313
H -19.80291 23.99037 -0.06823
H -12.65232 34.62306 8.87117
H -15.18168 29.88625 -4.12502
H -13.50317 33.85284 2.72629
H -20.35110 27.37867 -0.00217
H -12.84911 28.42626 6.10352
H -12.12405 26.00921 2.36092
H -15.04020 36.07019 -1.38546
H -17.14375 25.68159 3.18956
H -23.56487 28.17057 8.03675
H -16.79820 30.82758 -1.63863
H -23.01456 26.85790 6.87966
H -19.25769 28.92150 -3.40455
H -18.76312 33.53308 -1.08170
H -12.37636 33.61518 4.04502
H -24.45648 27.28881 -0.86756
H -17.29774 29.18777 2.81508
H -9.83081 28.24856 4.17218
H -19.36786 30.98205 3.19523
H -18.23904 38.31711 4.48339
H -14.32418 34.94812 9.34492
H -17.77485 39.36797 1.17830
H -21.36807 27.40723 5.16926
H -16.03989 34.12418 -0.04038
H -16.89504 25.89157 -0.91572
H -17.17567 33.07373 -4.06469
H -18.14189 34.88102 1.49750
H -23.82311 28.76776 0.68761
H -16.05334 28.43095 -1.32214
H -16.29410 24.14672 -3.02794
H -14.07403 33.01689 6.61942
H -18.63222 34.63426 -2.31401
H -20.70619 27.75070 -5.93611
H -16.95965 35.43947 6.87921
H -19.29639 28.77181 4.78303
H -18.92634 27.47181 -2.40048
H -13.79534 29.33817 0.37578
H -14.79026 33.47753 -4.67491
H -6.17828 25.89310 0.88255
H -15.19696 37.94074 4.67655
H -12.50449 29.18337 -0.77659
H -19.82654 34.58187 1.65762
H -20.23126 31.88604 4.53013
H -20.55445 30.57297 -2.49538
H -18.90692 32.91899 -2.81672
H -19.28606 37.02924 2.61239
H -14.30479 33.71445 -3.05718
H -12.59424 39.76273 4.34346
H -10.50875 32.36960 6.91715
H -19.32693 38.98926 -0.25357
*
```

Results
⟨S²⟩   0.76
Strongest force on any atom   4.10 eV/A
LUMO energy (spin up / spin down)   1.672 / 1.660 eV
Energy   -4763.48127 a.u.
Kohn-Sham gap (spin up / spin down)   1.459 / 5.516 eV